A) The following is a quantum chemistry calculation of an isolated molecule of C2H3F2NO, from OMol25.

Values from the calculation:
Orbital gap = 0.4188 Ha
SMILES = O/N=C\C(F)F

Geometry as XYZ:
```
9
Properties=species:S:1:pos:R:3:mulliken_charge:R:1
O -1.5926 0.4369 -0.5911 -0.36
N -1.2458 -0.3823 0.4884 -0.32
C -0.0420 -0.6587 0.5003 -0.13
C 1.0162 0.1616 -0.2393 0.43
F 2.1737 -0.5827 -0.4577 -0.27
F 1.3960 1.2041 0.5459 -0.23
H -2.5397 0.6207 -0.3746 0.36
H 0.2785 -1.3558 1.3170 0.32
H 0.5557 0.5563 -1.1889 0.20
```

B) The following is a quantum chemistry calculation of a cluster of 2 separate species, C2H3F2NO in total, from OMol25.

Values from the calculation:
Orbital gap = 0.3225 Ha

Geometry as XYZ:
```
9
Properties=species:S:1:pos:R:3:mulliken_charge:R:1
C -1.5841 -1.0379 0.2862 -0.15
C 1.5486 0.9205 -0.3912 0.66
N 2.2875 0.4118 -1.2618 -0.50
O -2.7019 -1.7240 0.1752 -0.28
F 0.3896 1.4141 -0.3644 -0.18
F 2.0818 1.0832 0.9560 -0.26
H -1.6191 0.0071 0.5842 0.09
H 3.1288 0.3415 -0.8288 0.29
H -3.5312 -1.4163 0.8446 0.33
```

Relative energies, unit kJ/mol: A) 0.0; B) 259.0

A) The following is a quantum chemistry calculation of a cluster of 2 separate species, C2H9NS2 in total, from OMol25.

Values from the calculation:
Orbital gap = 0.3416 Ha
SMILES = CNC.SS

Geometry as XYZ:
```
14
Properties=species:S:1:pos:R:3:mulliken_charge:R:1
C -2.3360 0.7834 0.4076 -0.68
N -1.0611 0.0338 0.1885 -0.39
C -0.9806 -0.1884 -1.2942 -0.89
H -2.9635 0.8535 -0.4937 0.26
H -2.1693 1.7915 0.8463 0.26
H -2.9104 0.1960 1.1370 0.24
H -0.3245 0.7109 0.3559 0.25
H -1.2451 0.6703 -1.9341 0.33
H 0.0567 -0.4448 -1.5393 0.31
H -1.5881 -1.0431 -1.5806 0.32
S 4.6286 -1.7208 0.4925 -0.17
S 3.7523 0.2391 0.8265 -0.20
H 4.6908 -1.7553 1.8340 0.19
H 2.4504 -0.1260 0.7536 0.18
```

B) The following is a quantum chemistry calculation of a cluster of 2 separate species, C2H9NS2 in total, from OMol25.

Values from the calculation:
Orbital gap = 0.3396 Ha
SMILES = CSS.CN

Geometry as XYZ:
```
14
Properties=species:S:1:pos:R:3:mulliken_charge:R:1
C -0.7212 -0.1926 1.0590 -0.70
S 0.6524 -1.4760 1.1053 -0.05
S 2.2993 -0.2320 1.6295 -0.20
H -0.4380 0.6370 1.7145 0.31
H -1.6846 -0.6340 1.2876 0.30
H -0.8158 0.3103 0.0933 0.19
H 3.0879 -0.3579 0.6204 0.15
C -2.5411 1.5681 -3.7137 -0.65
N -2.3977 1.8357 -2.2706 -0.55
H -2.9147 0.5442 -3.8830 0.26
H -1.6391 1.9088 -4.2156 0.23
H -3.3442 2.1140 -4.2780 0.28
H -3.3065 2.1126 -1.9118 0.23
H -2.1581 0.9545 -1.8364 0.21
```

Relative energies, unit kJ/mol: A) 19.6; B) 0.0

A) The following is a quantum chemistry calculation of a cluster of 2 separate species, C3H7NO2 in total, from OMol25.

Values from the calculation:
Orbital gap = 0.3685 Ha
SMILES = C=C=NOO.C

Geometry as XYZ:
```
13
Properties=species:S:1:pos:R:3:mulliken_charge:R:1
C -1.0817 -2.0199 -0.5466 -0.82
C -1.5501 -0.9263 0.0147 0.55
N -2.1511 -0.2082 0.8152 -0.16
O -3.1037 0.6851 0.5554 -0.08
O -3.4651 0.4917 -0.9184 -0.36
H -1.5818 -2.8467 -0.8934 0.33
H -0.0992 -1.8986 -0.9496 0.23
H -4.2484 1.0596 -0.9404 0.33
C 1.5206 0.7196 0.8617 -0.89
H 2.4062 1.1013 0.4777 0.32
H 1.0211 1.4817 1.5644 0.23
H 0.9455 0.2900 0.1265 0.08
H 1.7458 -0.0393 1.6836 0.24
```

B) The following is a quantum chemistry calculation of a cluster of 2 separate species, C3H7NO2 in total, from OMol25.

Values from the calculation:
Orbital gap = 0.1961 Ha

Geometry as XYZ:
```
13
Properties=species:S:1:pos:R:3:mulliken_charge:R:1
O 1.0892 0.2587 -1.3498 -0.46
C 0.3120 -0.4696 -0.6972 -0.04
C -1.0433 -0.1779 -0.2922 -0.12
C -1.3891 1.1916 0.1005 -0.19
O -0.5325 1.5609 1.0724 -0.48
N 1.3283 -2.0848 0.7868 -0.61
H 0.6156 -1.3983 -0.3302 0.33
H -1.7293 -1.0142 -0.1394 0.35
H -1.3053 1.8652 -0.7800 0.21
H -2.4344 1.1191 0.4246 0.26
H 0.1567 0.8001 0.8793 0.42
H 2.2795 -1.8204 0.5365 0.20
H 1.3882 -2.7795 1.4535 0.13
```

C) The following is a quantum chemistry calculation of an isolated molecule of C3H7NO2, from OMol25.

Values from the calculation:
Orbital gap = 0.3969 Ha
SMILES = NC(=O)CCO

Geometry as XYZ:
```
13
Properties=species:S:1:pos:R:3:mulliken_charge:R:1
N 1.3308 -0.7073 -0.8150 -0.44
C 0.0414 -0.3575 -1.1654 0.46
O -0.2434 -0.0423 -2.3042 -0.60
C -0.9454 -0.2949 -0.0132 -0.44
C -0.6185 0.8467 0.9574 -0.48
O 0.5854 0.6288 1.6645 -0.55
H 1.4856 -1.2539 0.0197 0.26
H 1.9447 -0.8964 -1.5962 0.24
H -0.9482 -1.2360 0.5503 0.29
H -1.9360 -0.1450 -0.4506 0.28
H -0.5950 1.8013 0.4110 0.29
H -1.4095 0.9170 1.7096 0.33
H 1.3081 0.7394 1.0320 0.37
```

D) The following is a quantum chemistry calculation of an isolated molecule of C3H7NO2, from OMol25.

Values from the calculation:
Orbital gap = 0.3974 Ha
SMILES = [H]/N=C/OCCO

Geometry as XYZ:
```
13
Properties=species:S:1:pos:R:3:mulliken_charge:R:1
H 0.7287 2.6467 0.4885 0.21
N 0.4143 1.6963 0.3161 -0.59
C 1.3974 0.9487 0.0274 0.14
O 1.3622 -0.3525 -0.2276 -0.36
C 0.1703 -1.1504 -0.4180 -0.39
C -1.1377 -0.7810 0.2802 -0.41
O -1.8250 0.2905 -0.2948 -0.54
H 2.4394 1.2795 -0.0363 0.37
H 0.4953 -2.1399 -0.0791 0.29
H -0.0111 -1.1957 -1.4973 0.28
H -0.9754 -0.6486 1.3613 0.31
H -1.7733 -1.6682 0.1540 0.35
H -1.2851 1.0746 -0.0745 0.35
```

Relative energies, unit kJ/mol: A) 682.4; B) 800.5; C) 0.0; D) 112.2

A) The following is a quantum chemistry calculation of an isolated molecule of C6H6OS, from OMol25.

Values from the calculation:
Orbital gap = 0.3422 Ha
SMILES = S/C=C\c1ccoc1

Geometry as XYZ:
```
14
Properties=species:S:1:pos:R:3:mulliken_charge:R:1
S -1.7200 2.5060 -0.1474 -0.24
C -1.7026 0.9019 -1.0293 -0.34
C -1.1193 -0.2184 -0.9356 -0.32
C 0.1480 -0.3727 -0.2068 0.34
C 0.2085 -0.5660 1.3071 -0.25
C 1.4970 -0.9931 1.5880 -0.27
O 2.2165 -1.0049 0.3828 -0.30
C 1.4176 -0.7506 -0.5871 -0.29
H -0.2398 3.0054 -0.0454 0.16
H -2.6296 0.9778 -1.6491 0.28
H -1.3226 -0.9935 -1.7591 0.26
H -0.4825 -0.1870 2.2120 0.23
H 2.1889 -1.2027 2.4489 0.35
H 1.5400 -1.1023 -1.5790 0.39
```

B) The following is a quantum chemistry calculation of an isolated molecule of C6H6OS, from OMol25.

Values from the calculation:
Orbital gap (alpha / beta) = 0.2951 / 0.2931 Ha
SMILES = O=S1=C[C@H]2[C@H]3[C@@H](C=1)[C@@H]23

Geometry as XYZ:
```
14
Properties=species:S:1:pos:R:3:mulliken_charge:R:1
O -3.0353 0.9879 -0.1312 -0.59
S -1.9991 0.2313 0.5456 0.39
C -1.0534 -0.5730 -0.8579 -0.64
C 0.2659 -1.1164 -0.5192 0.18
C 0.7278 -0.8361 0.8877 -0.99
C 0.6927 0.6020 0.7032 0.32
C -0.5349 1.2777 0.3782 -0.65
C 1.4479 -0.2328 -0.3492 -0.49
H -1.1145 0.0010 -1.7656 0.37
H 0.3683 -1.9603 -1.1272 0.49
H 1.2024 -1.4086 1.5448 0.45
H 1.3440 1.2323 1.4236 0.33
H -0.7523 2.1794 -0.1718 0.45
H 2.4404 -0.3843 -0.5610 0.38
```

C) The following is a quantum chemistry calculation of an isolated molecule of C6H6OS, from OMol25.

Values from the calculation:
Orbital gap = 0.2978 Ha

Geometry as XYZ:
```
14
Properties=species:S:1:pos:R:3:mulliken_charge:R:1
C 0.1423 1.6334 -0.0299 -0.27
C 1.5600 1.7638 0.1066 0.16
C -0.5597 0.4795 -0.1675 -0.23
C 0.1171 -0.8200 0.0571 0.17
C 2.5139 0.8519 0.1872 -0.20
C -0.4846 -2.0151 -0.1823 -1.01
O 3.9616 -1.1336 0.6336 -0.51
S 3.7029 -0.0963 -0.3380 0.27
H -0.2453 2.6606 0.0216 0.28
H 1.6657 2.8506 0.4099 0.21
H -1.6938 0.3072 -0.2298 0.25
H 1.0164 -0.5350 0.7104 0.26
H -0.0913 -2.8592 0.2015 0.32
H -1.3626 -2.2968 -0.7419 0.29
```

Relative energies, unit kJ/mol: A) 0.0; B) 308.9; C) 134.1